ORCA calculation (ωB97M-V with the def2-TZVPD basis set) on a structure of composition C15H31BrP2Pd at a distorted geometry.

Last column: Löwdin spin population.
Atoms and positions in Å:
P -1.890 1.060 2.703  0.1208
P -1.302 0.354 -0.389  0.0078
C -1.303 2.302 1.518  0.0169
C -2.000 1.991 0.179  0.0180
H -0.200 2.154 1.520  0.0000
H -1.607 3.278 1.923  0.0032
H -3.095 1.746 0.245  0.0087
H -1.805 2.778 -0.551  0.0013
C 0.117 1.288 -1.396  0.0139
H 0.829 0.565 -1.815  0.0061
H 0.658 2.033 -0.798  0.0015
H -0.351 1.801 -2.250  0.0006
C -2.091 0.062 -2.034  0.0007
H -2.092 1.007 -2.597  0.0001
H -3.110 -0.331 -1.939  0.0001
H -1.448 -0.656 -2.580  0.0003
C -0.800 1.236 4.104  0.0112
H -0.899 0.420 4.826  0.0004
H -1.058 2.212 4.549  0.0032
H 0.191 1.242 3.622  -0.0004
C -3.443 1.780 3.208  0.0531
H -3.833 2.367 2.355  0.0002
H -3.377 2.311 4.167  0.0093
H -4.005 0.839 3.241  0.0135
Pd -2.540 -0.502 1.565  0.3751
C 3.668 -1.202 -3.133  0.6798
C 4.476 -0.626 -2.260  0.7255
C 4.019 0.293 -1.147  0.1538
C 2.898 -0.121 -0.175  0.0911
C 2.018 -1.335 -0.405  0.3972
C 1.284 -1.783 -1.446  0.3769
C 1.410 -2.166 -2.838  0.1173
C 2.931 -2.490 -3.043  0.1216
C -3.706 -1.949 2.516  0.0204
H 3.515 -0.803 -4.152  0.0594
H 5.579 -0.671 -2.393  0.0621
H 3.645 1.199 -1.662  0.0307
H 4.863 0.622 -0.528  0.0076
H 3.323 -0.438 0.798  0.0067
H 2.281 0.794 0.010  0.0138
H 1.754 -1.848 0.545  0.0326
H 0.260 -1.929 -1.157  0.0297
H 1.137 -1.399 -3.550  0.0302
H 0.784 -3.052 -3.007  0.0182
H 3.352 -3.094 -2.218  0.0055
H 3.024 -3.072 -3.969  0.0157
H -3.311 -2.783 1.906  -0.0020
H -4.696 -1.551 2.245  0.0081
H -3.396 -1.927 3.586  0.0008
Br -0.657 -2.005 2.099  0.3315

Net charge: +2
DFT total energy: -108132.932 eV
Gap between HOMO and LUMO (alpha / beta): 4.9 / 5.8 eV
Highest occupied orbital energy (alpha / beta): -0.4753 / -0.5494 Eh
Largest force on an atom: 6.12 eV Å⁻¹
2S+1: 5
Expectation value of S²: 6.018